1.
{
  "formula": "C30H33ClN4O4PRh",
  "method": "wB97M-V/def2-TZVPD",
  "e_above_lowest_kcal_mol": 10.4,
  "total_charge": 2,
  "lumo_energy_ev": -7.755,
  "homo_ev": -14.9762,
  "gap_ha": 0.265,
  "e_tot_ha": -2594.5585,
  "elements": ["Rh", "O", "C", "O", "C", "C", "Cl", "N", "N", "C", "C", "O", "O", "C", "C", "C", "C", "C", "C", "H", "H", "H", "H", "H", "H", "C", "P", "C", "C", "C", "C", "C", "C", "C", "C", "C", "C", "C", "C", "H", "H", "H", "H", "H", "H", "H", "H", "H", "H", "H", "H", "H", "C", "C", "N", "C", "C", "C", "C", "N", "H", "H", "H", "H", "H", "H", "H", "H", "H", "H", "H", "H", "H", "H"],
  "positions_angstrom": [[0.3043, 0.8231, -0.4680], [3.5277, 4.9230, -2.9591], [4.2636, 4.2828, -2.0626], [5.4031, 4.5654, -1.8373], [3.6096, 3.1523, -1.3145], [4.2580, 2.3533, -0.3651], [5.8602, 2.3868, 0.1333], [3.3737, 1.4558, 0.1311], [2.1859, 1.6248, -0.4775], [2.3151, 2.6443, -1.3374], [1.0807, 2.9558, -2.1252], [0.9968, 3.8194, -2.9566], [0.0550, 2.1342, -1.8760], [3.4733, 0.4928, 1.1927], [4.1955, 0.7712, 2.3419], [4.2067, -0.1684, 3.3639], [3.5014, -1.3575, 3.2463], [2.7721, -1.6164, 2.0942], [2.7603, -0.6905, 1.0629], [2.6076, 4.5926, -3.0276], [4.7271, 1.7031, 2.4614], [4.7686, 0.0440, 4.2628], [3.5266, -2.0823, 4.0482], [2.2290, -2.5455, 1.9814], [2.2412, -0.9189, 0.1431], [1.2755, -0.1970, -3.4056], [0.1426, -0.6833, -2.0945], [-1.5459, -0.5201, -2.6537], [-1.8150, -0.1956, -3.9834], [-3.1281, -0.0501, -4.4046], [-4.1685, -0.2125, -3.5044], [-3.9067, -0.5421, -2.1784], [-2.6007, -0.6955, -1.7512], [0.5071, -2.3615, -1.6009], [-0.5021, -3.3288, -1.5697], [-0.1800, -4.6482, -1.2941], [1.1363, -5.0062, -1.0456], [2.1454, -4.0501, -1.0743], [1.8348, -2.7318, -1.3487], [1.2113, -0.9340, -4.2085], [2.2989, -0.1867, -3.0297], [1.0126, 0.7918, -3.7735], [-1.0153, -0.0555, -4.6976], [-3.3357, 0.1907, -5.4379], [-5.1902, -0.0872, -3.8366], [-4.7237, -0.6861, -1.4849], [-2.4009, -0.9886, -0.7271], [-1.5277, -3.0616, -1.7798], [-0.9581, -5.3989, -1.2862], [1.3823, -6.0394, -0.8402], [3.1728, -4.3376, -0.8981], [2.6355, -2.0043, -1.3939], [-4.6823, -0.0363, 1.4867], [-4.0040, 1.2725, 1.8619], [-2.7444, 1.0859, 2.5971], [-2.8448, 0.9505, 4.0657], [-2.8046, -0.4954, 4.5421], [-1.5779, 0.9878, 1.9716], [-0.3109, 0.9896, 2.7792], [-1.4613, 0.9496, 0.6584], [-5.5841, 0.1669, 0.9098], [-4.9772, -0.5976, 2.3713], [-4.0260, -0.6728, 0.8911], [-4.6495, 1.8682, 2.5046], [-3.8076, 1.8931, 0.9859], [-3.7879, 1.4145, 4.3460], [-2.0610, 1.5448, 4.5320], [-3.7204, -1.0266, 4.2897], [-2.6943, -0.5220, 5.6255], [-1.9682, -1.0435, 4.1080], [-0.2871, 1.8553, 3.4398], [0.5601, 1.0415, 2.1230], [-0.2210, 0.0946, 3.3927], [-2.3451, 0.9549, 0.1646]],
  "lowdin_charge": [1.024, 0.167, -0.482, 0.131, -0.012, -0.541, 0.922, -0.028, -0.015, -0.107, -0.488, 0.160, -0.163, -0.193, -0.018, -0.031, -0.045, -0.053, -0.062, 0.079, 0.099, 0.125, 0.120, 0.115, 0.042, -0.174, 0.962, -0.353, -0.050, -0.032, -0.027, -0.048, -0.135, -0.334, -0.056, -0.038, -0.029, -0.043, -0.112, 0.086, 0.063, 0.059, 0.110, 0.125, 0.124, 0.106, 0.085, 0.103, 0.123, 0.125, 0.124, 0.100, -0.049, -0.171, -0.055, -0.169, -0.050, -0.384, 0.016, 0.012, 0.090, 0.077, 0.057, 0.129, 0.123, 0.128, 0.116, 0.073, 0.092, 0.069, 0.106, 0.050, 0.093, 0.037]
}

---

2.
{
  "formula": "C40H34ClCrN16O3",
  "method": "wB97M-V/def2-TZVPD",
  "e_above_lowest_kcal_mol": 111.3,
  "total_charge": 2,
  "multiplicity": 4,
  "lumo_energy_ev": [-6.326, -6.529],
  "homo_ev": [-12.9038, -12.9039],
  "gap_ha": [0.242, 0.234],
  "e_tot_ha": -4150.5970,
  "elements": ["Cr", "C", "C", "N", "C", "C", "N", "C", "C", "C", "C", "C", "N", "C", "C", "N", "C", "C", "N", "C", "C", "C", "N", "C", "C", "H", "H", "H", "H", "H", "H", "H", "H", "H", "H", "H", "H", "C", "N", "C", "N", "C", "N", "C", "C", "C", "C", "C", "C", "C", "N", "N", "C", "O", "C", "C", "C", "C", "C", "C", "N", "C", "N", "C", "N", "C", "H", "H", "H", "H", "H", "H", "H", "H", "H", "H", "H", "H", "H", "H", "H", "H", "N", "N", "H", "H", "H", "H", "Cl", "C", "C", "O", "O", "H", "H"],
  "positions_angstrom": [[-0.9103, -1.4381, -0.0312], [-1.6622, 3.0587, -0.1598], [0.1969, 1.5697, 0.7890], [-0.0277, 0.8674, -1.1533], [-0.9401, 1.0118, -2.2310], [-1.7717, 2.0544, -2.3893], [-1.9916, 3.1497, -1.5758], [-1.1628, -0.2676, -2.9401], [-1.4322, -0.3400, -4.2990], [-1.6923, -1.5660, -4.8939], [-1.6797, -2.6978, -4.0730], [-1.4166, -2.5677, -2.7298], [-1.1467, -1.3706, -2.1637], [-1.4525, -3.7296, -1.8026], [-1.8121, -5.0150, -2.1924], [-1.9156, -6.0172, -1.3322], [-1.6807, -5.7512, -0.0543], [-1.3117, -4.4827, 0.3620], [-1.1737, -3.4887, -0.5133], [-1.9679, -1.6815, -6.3440], [-2.9250, -2.5718, -6.8151], [-3.1525, -2.6378, -8.1823], [-2.4896, -1.9024, -9.0691], [-1.5719, -1.0559, -8.6113], [-1.2796, -0.9018, -7.2641], [-2.3471, 3.6606, 0.4300], [0.7208, 1.3810, 1.7118], [-2.4182, 2.0596, -3.2614], [-1.4383, 0.5661, -4.8882], [-1.8631, -3.6657, -4.5126], [-2.0336, -5.2483, -3.2243], [-1.7933, -6.5582, 0.6573], [-1.1503, -4.2640, 1.4068], [-3.5106, -3.1783, -6.1376], [-3.9024, -3.3102, -8.5803], [-1.0427, -0.4742, -9.3557], [-0.5097, -0.2098, -6.9498], [1.5702, 4.1319, -1.5592], [0.5258, 3.2704, -1.0038], [0.7994, 1.9482, -0.5645], [-0.6965, 0.5842, 0.1130], [-1.2554, 1.8492, 0.6539], [-0.6683, 3.8483, -0.8112], [2.8293, 4.0969, -0.7176], [4.0594, 4.3559, -1.3096], [5.2225, 4.3429, -0.5515], [5.1790, 4.0186, 0.7935], [3.9532, 3.7331, 1.3882], [2.7832, 3.8099, 0.6419], [3.9251, 3.3282, 2.7936], [4.8212, 3.5422, 3.6878], [4.3884, 2.9151, 4.8406], [3.2602, 2.3659, 4.5618], [2.8858, 2.5803, 3.2700], [2.4375, 1.5624, 5.4674], [2.7416, 1.6015, 6.8261], [2.0273, 0.8158, 7.7131], [1.0159, -0.0133, 7.2523], [0.7013, -0.0509, 5.9002], [-0.4448, -0.9354, 5.4672], [-0.2931, -1.4444, 4.1032], [-0.9366, -1.0616, 3.0146], [-0.4824, -1.7619, 1.9712], [0.4837, -2.5610, 2.5253], [0.6121, -2.4010, 3.8129], [1.4121, 0.7408, 5.0083], [1.1426, 5.1340, -1.5717], [1.7984, 3.8560, -2.5909], [1.8600, 1.7533, -0.6803], [-1.8912, 1.6416, 1.5027], [4.1108, 4.5772, -2.3688], [6.1714, 4.5640, -1.0204], [6.0806, 3.9724, 1.3884], [1.8347, 3.6481, 1.1387], [3.5438, 2.2410, 7.1664], [2.2650, 0.8408, 8.7671], [0.4708, -0.6363, 7.9506], [-1.3975, -0.4045, 5.4941], [-0.5217, -1.7998, 6.1241], [-1.7432, -0.3460, 2.9833], [1.0698, -3.2778, 1.9733], [1.1909, 0.7144, 3.9467], [2.0829, -0.8527, 0.4339], [1.2168, -1.6225, -0.4185], [3.0493, -0.9829, 0.1450], [2.0011, -1.2099, 1.3792], [1.5520, -2.5804, -0.5304], [1.2570, -1.1773, -1.3335], [-4.6444, -3.3239, 1.5764], [-4.9450, -1.6489, 1.0201], [-3.6126, -0.9370, 0.9872], [-3.3415, -0.0528, 1.7786], [-2.7982, -1.4189, 0.0880], [-5.6121, -1.1654, 1.7254], [-5.3894, -1.7053, 0.0301]],
  "lowdin_charge": [0.896, -0.207, -0.059, -0.004, -0.144, -0.015, 0.089, -0.161, 0.073, -0.103, 0.073, -0.162, 0.078, -0.150, -0.019, 0.141, -0.056, -0.072, 0.037, -0.180, -0.006, -0.109, 0.089, -0.109, -0.006, 0.161, 0.130, 0.136, 0.136, 0.121, 0.127, 0.131, 0.108, 0.117, 0.118, 0.118, 0.116, -0.062, -0.092, -0.183, -0.030, -0.061, 0.144, -0.201, -0.020, -0.037, 0.001, -0.128, 0.015, -0.284, 0.141, 0.138, -0.286, 0.120, -0.127, 0.005, -0.030, -0.019, -0.196, -0.045, -0.086, -0.074, 0.004, -0.204, 0.181, 0.022, 0.143, 0.130, 0.156, 0.133, 0.122, 0.118, 0.125, 0.119, 0.125, 0.121, 0.124, 0.146, 0.141, 0.132, 0.130, 0.097, 0.032, -0.081, 0.111, 0.059, 0.117, 0.097, 0.615, -0.440, -0.656, 0.036, -0.169, 0.091, 0.090]
}

---

3.
{
  "formula": "C31H51BMnN8OP",
  "method": "wB97M-V/def2-TZVPD",
  "total_charge": 2,
  "multiplicity": 5,
  "lumo_energy_ev": [-8.526, -6.226],
  "homo_ev": [-14.1469, -14.1424],
  "gap_ha": [0.207, 0.291],
  "e_tot_ha": -3241.9605,
  "elements": ["Mn", "C", "C", "C", "C", "C", "C", "N", "N", "B", "N", "C", "C", "C", "N", "C", "C", "C", "N", "C", "C", "C", "N", "C", "C", "C", "H", "H", "H", "H", "H", "H", "H", "H", "H", "H", "H", "H", "H", "H", "H", "H", "H", "H", "H", "H", "H", "H", "H", "H", "H", "H", "H", "H", "C", "P", "C", "C", "C", "C", "C", "C", "C", "H", "H", "H", "H", "H", "H", "H", "H", "H", "H", "H", "C", "N", "C", "C", "O", "N", "C", "C", "H", "H", "H", "H", "H", "H", "H", "H", "H", "H", "H", "H"],
  "positions_angstrom": [[0.4454, -0.3901, 0.3452], [0.5444, 2.4077, 2.6766], [-0.2219, 1.5469, 3.6775], [-1.7322, 1.8092, 3.6252], [0.1030, 0.0831, 3.5515], [0.1597, -0.7909, 4.6375], [0.5553, -2.0064, 4.1186], [0.7215, -1.8720, 2.8002], [0.4473, -0.5926, 2.4381], [1.3350, -2.9428, 1.8643], [2.4968, -2.2641, 1.1040], [3.7704, -2.6472, 1.1990], [4.5758, -1.6074, 0.7954], [3.7138, -0.5622, 0.4666], [2.4358, -0.9912, 0.6224], [4.2346, 0.8054, 0.1198], [3.1995, 1.9199, 0.2655], [4.9233, 0.7798, -1.2511], [0.2780, -3.4291, 0.8912], [-0.1330, -4.6908, 0.7320], [-1.2270, -4.6819, -0.1039], [-1.4418, -3.3359, -0.4119], [-0.4978, -2.5778, 0.1829], [-2.5914, -2.7875, -1.2070], [-3.4772, -3.8938, -1.7719], [-2.0782, -1.8777, -2.3161], [0.1788, 3.4341, 2.6955], [0.4306, 2.0150, 1.6645], [1.6044, 2.4189, 2.9246], [0.1098, 1.8240, 4.6797], [-2.1477, 1.5366, 2.6550], [-1.9267, 2.8684, 3.7980], [-2.2517, 1.2441, 4.3993], [-0.0492, -0.5506, 5.6660], [0.7307, -2.9488, 4.6102], [1.7488, -3.8476, 2.5117], [4.0263, -3.6252, 1.5715], [5.6519, -1.5815, 0.7785], [5.0213, 0.9932, 0.8532], [2.1970, 1.5652, 0.0169], [3.4318, 2.7553, -0.3919], [3.1773, 2.2876, 1.2884], [4.1982, 0.6185, -2.0407], [5.6659, -0.0168, -1.2938], [5.4287, 1.7278, -1.4340], [0.3629, -5.5095, 1.2267], [-1.8041, -5.5304, -0.4250], [-3.2020, -2.1814, -0.5324], [-2.9200, -4.5288, -2.4623], [-4.3082, -3.4497, -2.3198], [-3.8927, -4.5193, -0.9824], [-1.4175, -2.4494, -2.9711], [-1.5225, -1.0491, -1.8767], [-2.8979, -1.4768, -2.9136], [-0.3248, -0.2346, -3.6215], [0.9221, -0.1169, -2.2708], [2.1197, -1.3799, -2.8167], [1.5193, 1.5462, -2.7288], [2.4645, 1.8094, -3.7134], [2.7233, 3.1226, -4.0781], [2.0371, 4.1724, -3.4832], [1.0767, 3.9122, -2.5154], [0.8241, 2.6029, -2.1463], [0.1424, 0.1962, -4.5055], [-1.2166, 0.3442, -3.3844], [-0.6000, -1.2654, -3.8233], [2.4567, -1.1557, -3.8283], [1.6074, -2.3433, -2.8271], [2.9756, -1.4531, -2.1488], [3.0047, 1.0101, -4.2052], [3.4660, 3.3247, -4.8383], [2.2453, 5.1914, -3.7801], [0.5381, 4.7245, -2.0442], [0.0797, 2.3708, -1.3949], [-4.6835, -0.0034, 0.4845], [-3.3326, 0.1831, 1.0084], [-2.8729, -0.7742, 2.0204], [-2.4222, 1.0397, 0.4856], [-1.2014, 0.6802, 0.3542], [-2.7794, 2.2849, 0.1639], [-1.7933, 3.2548, -0.3068], [-4.0352, 2.9239, 0.5610], [-4.8608, -1.0702, 0.3488], [-4.7866, 0.4691, -0.4896], [-5.4466, 0.3734, 1.1681], [-3.7224, -1.3742, 2.3345], [-2.4896, -0.2465, 2.8949], [-2.0950, -1.4341, 1.6463], [-0.7883, 2.8894, -0.1399], [-1.9170, 4.1747, 0.2634], [-1.9418, 3.4798, -1.3645], [-4.8657, 2.2385, 0.6382], [-4.2831, 3.6725, -0.1883], [-3.9069, 3.4251, 1.5235]],
  "lowdin_charge": [0.976, -0.045, -0.327, -0.043, -0.241, 0.026, -0.016, -0.004, 0.032, -0.514, -0.008, -0.018, 0.021, -0.234, 0.016, -0.331, -0.038, -0.036, -0.040, -0.026, 0.017, -0.249, 0.064, -0.352, -0.056, -0.094, 0.095, 0.032, 0.082, 0.147, 0.039, 0.096, 0.098, 0.126, 0.140, 0.131, 0.142, 0.129, 0.148, 0.020, 0.094, 0.077, 0.045, 0.087, 0.096, 0.137, 0.115, 0.109, 0.095, 0.088, 0.088, 0.086, 0.009, 0.107, -0.225, 0.979, -0.209, -0.396, -0.086, -0.044, -0.043, -0.050, -0.134, 0.074, 0.065, 0.027, 0.062, 0.061, 0.035, 0.109, 0.121, 0.120, 0.115, 0.041, -0.037, -0.108, -0.006, -0.455, -0.141, -0.080, -0.018, 0.001, 0.090, 0.104, 0.101, 0.111, 0.061, 0.065, 0.046, 0.111, 0.112, 0.062, 0.109, 0.110]
}